# 1
{"formula": "C6H10O", "method": "ωB97M-V/def2-TZVPD", "symbols": ["C", "C", "H", "H", "C", "C", "H", "O", "H", "H", "H", "H", "H", "H", "H", "C", "C"], "xyz": [[0.8662, 0.6162, -0.8705], [-1.3121, -0.5663, -0.4831], [1.1855, -0.4103, 1.0831], [-0.8287, -1.4833, -0.1503], [-0.6149, 0.5137, -0.8368], [1.7110, 0.0354, 0.2431], [-1.1568, 1.4186, -1.1126], [-0.6363, 1.0304, 2.3760], [-2.3985, -0.5702, -0.4921], [-2.3971, 1.2281, 1.3843], [1.1088, -1.5561, -1.1894], [2.6100, 0.5813, 0.5156], [-2.0528, -0.4111, 2.1999], [2.5493, -0.5763, -1.7346], [1.2491, 1.5306, -1.3157], [1.6785, -0.6355, -1.0892], [-1.6957, 0.6140, 1.9800]], "e_above_lowest_kcal_mol": 49.2, "smiles": "C=CC1CC1.C=O", "homo_energy_ev": -9.2, "fmax_ev_per_a": 0.53, "homo_lumo_gap_ev": 10.14}


# 2
{"formula": "C3H8F2NP", "method": "ωB97M-V/def2-TZVPD", "symbols": ["H", "H", "F", "C", "H", "H", "N", "H", "H", "H", "F", "H", "C", "P", "C"], "xyz": [[1.1712, -2.1382, -0.2032], [0.2230, 1.8852, 0.2685], [-3.6630, -1.3416, 0.4667], [0.9905, -1.1017, 0.2264], [-0.8943, 1.8688, -0.9424], [-1.4158, 2.2114, 0.8507], [-1.0869, 0.2296, 0.5110], [-0.6289, -0.6895, -1.3084], [1.7516, -0.3011, -0.1331], [-0.8822, -1.8479, -0.1488], [-4.6152, 0.8369, 0.3940], [0.7700, -0.8664, 1.3424], [-0.4522, -0.8626, -0.2934], [-3.4682, -0.0447, -0.3894], [-0.8288, 1.5748, 0.1553]], "e_above_lowest_kcal_mol": 29.6, "homo_energy_ev": [-8.0, -8.8], "fmax_ev_per_a": 3.02, "homo_lumo_gap_ev": [7.63, 8.40]}


# 3
{"formula": "C6H20F3FeN10O8S", "method": "ωB97M-V/def2-TZVPD", "symbols": ["N", "H", "H", "C", "S", "H", "C", "N", "O", "H", "O", "C", "H", "O", "H", "Fe", "O", "C", "N", "H", "H", "H", "H", "N", "H", "F", "O", "N", "O", "O", "H", "O", "H", "H", "N", "H", "F", "N", "H", "N", "F", "H", "C", "N", "H", "N", "H", "H", "C"], "xyz": [[1.7388, 1.7128, -3.9504], [2.7427, -0.6575, -1.6763], [-2.7539, 3.6194, -0.1083], [1.3577, 0.7028, -3.2749], [-1.0746, -1.0963, 2.7198], [1.1400, -1.2440, -3.6219], [-1.4617, -2.2958, -1.1742], [3.1985, -1.3172, -1.0623], [-0.6479, -0.2287, 1.5332], [0.5639, 4.4673, 2.7017], [0.8349, 2.0042, 0.7870], [2.5782, -1.7550, -0.0325], [-4.4015, 0.7400, -0.3221], [1.5466, -1.1542, 0.3152], [2.6488, -2.9508, 1.5235], [0.1714, 0.2737, -0.2877], [-1.4097, 1.4766, -0.7578], [-2.5900, 1.5997, -0.5183], [3.1346, -2.6052, 0.7082], [-2.3038, -3.9980, -0.6535], [1.2617, -0.2662, -5.0361], [4.0852, -1.7131, -1.3402], [-0.5290, 4.0249, 1.4124], [1.1897, -0.3216, -4.0302], [1.8084, 1.7050, -4.9579], [-0.0438, 0.1235, 4.6915], [-0.6723, -1.3537, -1.1182], [-3.4149, 0.6186, -0.5012], [-1.2754, -2.5220, 2.2474], [-2.2635, -0.6073, 3.3465], [-4.2069, 2.8569, 0.0029], [1.0858, 0.7106, -2.0913], [-1.4180, -3.1100, 0.5994], [2.6638, 2.1467, 2.4928], [-1.6160, -3.3151, -0.3695], [-3.1001, -0.3221, -0.6911], [1.5255, -0.7634, 3.4306], [0.2451, 3.7947, 2.0190], [4.0144, -3.0046, 0.4140], [-3.2264, 2.7319, -0.2046], [0.3823, -2.1929, 4.8324], [1.8676, 2.5980, -3.4815], [0.9631, 2.7592, 1.7722], [-2.5511, -2.2709, -1.8905], [-3.1306, -3.0955, -1.8245], [1.8592, 2.7290, 2.6762], [1.9097, 3.4712, 3.3594], [-2.7361, -1.6603, -2.6734], [0.3096, -1.0451, 4.0651]], "e_above_lowest_kcal_mol": 100.9, "homo_energy_ev": [-4.5, -12.6], "total_charge": 1, "spin_multiplicity": 9, "s2": 20.014, "fmax_ev_per_a": 7.48, "homo_lumo_gap_ev": [2.17, 6.87]}


# 4
{"formula": "C26H41N3SSi4Zn", "method": "ωB97M-V/def2-TZVPD", "symbols": ["H", "H", "S", "H", "H", "H", "H", "H", "H", "H", "H", "H", "H", "H", "C", "C", "C", "H", "C", "H", "H", "H", "H", "H", "N", "C", "H", "C", "C", "H", "H", "Zn", "H", "H", "C", "H", "H", "C", "H", "C", "C", "C", "Si", "H", "C", "H", "C", "H", "Si", "C", "H", "H", "Si", "H", "Si", "C", "C", "H", "H", "C", "C", "C", "H", "C", "H", "N", "C", "C", "H", "C", "H", "C", "C", "H", "N", "H"], "xyz": [[2.3963, 2.4785, -3.1653], [-3.7229, -5.9131, -0.4085], [1.2212, -5.0566, -0.4295], [-3.9893, 1.6722, -3.1433], [2.6397, 2.1495, 1.6686], [2.9859, -0.7313, -1.0567], [-3.8073, 2.2366, 1.0399], [1.4023, 4.6858, -1.6177], [5.3642, -1.3916, -0.8144], [-1.9568, -1.8303, 4.7455], [-3.0921, 0.6764, 1.3700], [-3.9301, 1.8065, -1.3993], [-0.7558, 0.3322, -3.8906], [-0.8226, 4.4878, -2.7196], [-1.3141, -1.7363, 3.8990], [-3.0897, 1.7208, 1.6694], [-1.8396, -4.9099, -0.5452], [-2.2739, 4.4760, -1.7442], [-3.9396, -3.7777, -0.5251], [2.1869, -1.1726, 1.4944], [4.0304, 2.3072, 0.6160], [3.7006, 1.6708, -2.3261], [0.5660, -1.7059, 4.8836], [2.5184, -0.8426, 3.2084], [0.9268, -2.5174, -0.7942], [-1.1942, -3.6730, -0.6314], [-1.5120, 1.5969, -4.8372], [1.9723, 4.2985, -0.7805], [2.2729, -2.7255, -0.7512], [-2.0573, 4.6946, 2.4531], [5.9810, -3.7454, -0.4798], [-0.5724, -0.9076, -0.3096], [1.5750, 4.7536, 0.1200], [2.2045, 0.8188, -2.6600], [0.2402, -3.6102, -0.6486], [-2.1817, 4.7128, 0.7093], [-5.0199, -3.8126, -0.4645], [-0.3720, 1.9848, 3.0589], [0.5020, 2.6108, 3.2078], [0.5667, -1.5690, 2.7766], [4.9390, -3.4709, -0.5538], [-1.5677, -1.6549, 2.5661], [-1.6240, 2.1295, -2.3660], [-1.2576, -5.8228, -0.5180], [3.9725, -4.4535, -0.4571], [-0.0244, 0.9612, 2.9711], [3.0441, 1.8583, 0.7047], [2.9956, 4.6454, -0.8979], [1.8602, 2.3908, -0.7119], [-3.4003, 1.4236, -2.2651], [-2.3848, 4.2688, -3.4792], [-3.3780, 0.3413, -2.1830], [-0.3325, 1.5023, -0.4623], [-0.9815, 2.0461, 3.9564], [-1.3361, 2.4698, 1.4689], [4.5862, -2.1381, -0.7517], [2.0235, -1.5179, 2.5108], [2.4660, -2.5090, 2.6197], [-3.4583, 1.7676, 2.6910], [3.2658, -1.7555, -0.8677], [-3.2852, -2.5597, -0.6211], [-1.5704, 4.3701, 1.5366], [3.1828, 0.7819, 0.7238], [-1.8954, -2.4502, -0.6770], [-0.6201, 4.8893, 1.4707], [0.0474, -1.6817, 4.0211], [-0.8791, 1.4082, -3.9751], [-1.7940, 4.0193, -2.6034], [0.0958, 1.8330, -4.1875], [-3.2150, -4.9621, -0.4901], [-3.8842, -1.6563, -0.6500], [2.6463, -4.0706, -0.5495], [2.6195, 1.7791, -2.3659], [-2.5046, -1.6911, 2.0510], [-0.3936, -1.5435, 1.8814], [4.2338, -5.4907, -0.3161]], "homo_energy_ev": -7.7, "fmax_ev_per_a": 1.21, "homo_lumo_gap_ev": 7.60}


# 5
{"formula": "C18H38ClNO8P", "method": "ωB97M-V/def2-TZVPD", "symbols": ["C", "H", "H", "H", "C", "O", "H", "H", "O", "C", "H", "H", "H", "H", "H", "O", "H", "H", "H", "C", "P", "H", "H", "H", "C", "C", "O", "C", "H", "H", "H", "C", "C", "H", "H", "C", "H", "H", "C", "H", "H", "C", "H", "H", "H", "O", "C", "H", "C", "H", "Cl", "O", "C", "N", "H", "H", "C", "C", "H", "H", "H", "H", "O", "C", "O", "H", "H"], "xyz": [[-1.3336, 0.5766, 1.3175], [-9.2906, 1.4029, 2.4584], [7.2292, -1.3655, 0.2121], [-7.3458, 0.2891, 3.3173], [6.6810, -1.1124, -0.6997], [4.9097, -1.7954, -2.1749], [-5.4378, 0.2093, -0.1757], [2.2632, -2.0548, -5.2856], [4.9660, -2.2523, 4.7369], [1.0269, -0.3066, 1.2374], [4.7720, -3.3895, -6.4538], [-6.4282, 5.2460, -1.8269], [6.1867, -3.6548, 1.9430], [-5.3876, 4.9807, -3.2458], [-0.7224, 1.0153, -1.0514], [2.7809, -0.5855, 3.1257], [3.8376, -2.7503, -3.7593], [3.8176, -2.1212, -7.2594], [4.0407, -2.3193, 4.4448], [-3.1523, 0.6657, -0.9001], [0.5536, 2.4016, 1.3778], [-7.1654, 1.0512, 1.1542], [6.0531, -3.1384, -1.1259], [5.5561, -1.7620, -2.9009], [1.7578, -1.1493, 2.4791], [-4.3372, 0.3327, 0.2017], [1.3099, -2.4782, 2.9526], [-5.8028, 4.5145, -2.3463], [4.8931, -2.1956, -0.1692], [6.2339, -0.1202, -0.5798], [-4.0529, 4.8353, -1.1153], [2.9124, -2.9172, -5.4655], [-4.6955, 4.0124, -1.4430], [2.3300, -3.6857, -5.9823], [5.9794, -1.9220, 2.2939], [-8.6108, 2.2344, 2.2456], [-8.6416, 2.9010, 3.1137], [-6.5220, 2.5642, 1.8224], [-4.0630, 0.1572, 1.8392], [6.7583, -3.1508, 4.3328], [4.5659, -2.9645, 2.1935], [5.6126, -2.1456, -0.9918], [0.3827, -1.1280, 0.6613], [1.8887, 0.1476, 0.5762], [-3.3608, 0.8137, -2.0631], [2.2356, 2.7315, 1.6861], [5.7162, -3.2106, 4.0053], [-6.4332, 3.6838, -2.6803], [-1.6146, 0.7785, -0.3014], [-2.2856, 0.1484, 3.5478], [-0.7009, 3.6690, 2.6071], [-3.8999, 3.0605, -2.1340], [5.6099, -2.9274, 2.5211], [0.1035, 0.7168, 1.8622], [4.7189, -1.7714, -5.7656], [-3.5255, 3.5030, -2.9150], [-7.2022, 1.7288, 2.0128], [4.1212, -2.5245, -6.2893], [-8.9802, 2.7764, 1.3706], [5.3366, -4.2092, 4.2424], [7.3908, -1.0436, -1.5304], [-5.1147, 3.5278, -0.5564], [3.3284, -3.4432, -4.2138], [-2.5207, 0.2735, 2.4067], [-6.7400, 1.0340, 3.1617], [2.4601, 3.6595, 1.3491], [-4.9523, -0.0478, 2.5921]], "homo_energy_ev": -4.2, "total_charge": -1, "fmax_ev_per_a": 7.50, "homo_lumo_gap_ev": 6.36}


# 6
{"formula": "C3H8NO3S", "method": "ωB97M-V/def2-TZVPD", "symbols": ["O", "H", "C", "H", "C", "H", "S", "H", "H", "O", "C", "H", "H", "N", "H", "O"], "xyz": [[1.0595, -1.7091, 0.6060], [-0.3155, 4.3694, -0.8603], [0.6980, -1.0917, -0.4638], [-1.0394, -0.5552, 0.6641], [-0.9629, 0.7174, -0.9124], [-0.5461, 2.3699, 0.7201], [-1.0695, 3.3211, -1.3733], [0.7122, -3.1274, 2.0171], [0.8187, 1.7807, -0.3794], [1.2358, -3.6239, 2.6538], [-0.3854, 2.0030, -0.3117], [1.6299, -4.4403, 2.2442], [-2.0501, 0.8552, -0.9067], [-0.6407, -0.5409, -0.2337], [-0.5437, 0.5583, -1.9525], [1.3992, -0.8866, -1.5115]], "e_above_lowest_kcal_mol": 30.9, "homo_energy_ev": -4.5, "total_charge": -1, "fmax_ev_per_a": 3.71, "homo_lumo_gap_ev": 7.37}